--- i ---
The following is a quantum chemistry calculation of a 3-piece molecular cluster, C4H13NO2 overall, from OMol25.

Last column: Mulliken charge in e.
Positions of all 20 atoms, in Å:
C1 -0.4597 -2.6416 0.5273  -1.023
C2 0.3471 -1.4228 0.4965  -0.322
C3 -0.1559 -0.1516 0.6454  0.321
N1 0.5901 0.9764 0.6620  -0.182
C4 0.1557 1.9847 1.6596  -0.836
H1 -1.4393 -2.4530 0.9744  0.354
H2 -0.0045 -3.4091 1.1628  0.369
H3 -0.5820 -3.1126 -0.4537  0.312
H4 1.4039 -1.5133 0.2417  0.301
H5 -1.2072 0.0038 0.8617  0.326
H6 1.5965 0.8498 0.5138  0.280
H7 0.4648 1.6177 2.6390  0.385
H8 -0.9274 2.0630 1.6362  0.352
H9 0.5943 2.9542 1.4446  0.309
H10 -0.1840 2.7112 -2.2157  0.333
H11 -0.1764 1.6597 -1.1263  0.352
O1 -0.6377 1.9236 -1.9261  -0.653
H12 0.1262 0.0999 -2.6083  0.365
H13 0.1184 -1.3659 -2.2100  0.284
O2 0.3769 -0.7743 -2.9251  -0.627

Output
Orbital gap (spin up / spin down): 0.386 / 0.250 Eh
HOMO level (spin up / spin down): -14.51 / -14.52 eV
Multiplicity: 2
LUMO energy (spin up / spin down): -0.14721 / -0.28333 Eh
Expectation value of S²: 0.7634
Charge: +1


--- ii ---
The following is a quantum chemistry calculation of a 3-piece molecular cluster, C4H13NO2 overall, from OMol25.

Last column: Mulliken charge in e.
Positions of all 20 atoms, in Å:
C1 -1.7771 -0.6623 0.4393  -0.490
C2 -0.4836 -1.2625 -0.1996  -0.526
C3 0.6480 -0.3879 0.2262  -0.141
C4 1.1749 0.5654 -0.5727  -0.659
N1 -2.9497 -1.2998 -0.0886  -0.292
H1 -1.8612 0.4013 0.2053  0.394
H2 -1.7885 -0.7061 1.5283  0.342
H3 -0.6075 -1.2473 -1.2831  0.397
H4 -0.3767 -2.2975 0.1260  0.366
H5 0.8066 -0.3897 1.2991  0.391
H6 0.7343 0.7356 -1.5424  0.271
H7 1.9995 1.1407 -0.1814  0.302
H8 -3.1971 -1.0651 -1.0450  0.330
H9 -2.8679 -2.3170 -0.1326  0.311
H10 0.8280 5.2038 -2.3456  0.312
H11 -0.5786 4.5606 -2.6880  0.302
O1 -0.0921 5.3346 -2.4141  -0.614
H12 3.6793 -2.0218 3.5941  0.326
H13 3.2029 -1.7645 2.2647  0.289
O2 3.5064 -2.5205 2.8102  -0.611

Output
Orbital gap (spin up / spin down): 0.387 / 0.179 Eh
HOMO level (spin up / spin down): -13.86 / -13.86 eV
Multiplicity: 2
LUMO energy (spin up / spin down): -0.12271 / -0.32988 Eh
Expectation value of S²: 0.7651
Charge: +1


--- iii ---
The following is a quantum chemistry calculation of a 2-piece molecular cluster, C4H13NO2 overall, from OMol25.

Last column: Mulliken charge in e.
Positions of all 20 atoms, in Å:
C1 1.4045 1.4577 -0.1465  -0.838
O1 1.1799 1.2004 -1.4958  -0.436
C2 0.0898 1.3365 0.7209  0.089
C3 -0.5568 -0.0476 0.4305  -0.403
C4 -1.6463 -0.4563 1.4265  -1.295
N1 0.5002 1.4557 2.0801  -0.204
H1 1.8324 2.4538 -0.0192  0.416
H2 2.1658 0.7280 0.1487  0.445
H3 0.3175 1.5565 -1.7689  0.349
H4 -0.4632 2.2407 0.4475  0.390
H5 0.2561 -0.7678 0.5010  0.323
H6 -0.9045 -0.0714 -0.5941  0.401
H7 -2.0442 -1.3946 1.0585  0.383
H8 -1.2661 -0.5843 2.4290  0.372
H9 -2.4810 0.2443 1.3501  0.355
H10 1.5009 1.4440 2.2907  0.319
H11 0.1388 2.2698 2.5789  0.331
H12 -1.0102 -4.7133 -3.2269  0.322
H13 -0.6125 -4.5059 -1.7708  0.319
O2 -0.7363 -4.0362 -2.6007  -0.639

Output
Orbital gap (spin up / spin down): 0.382 / 0.180 Eh
HOMO level (spin up / spin down): -13.75 / -13.75 eV
Multiplicity: 2
LUMO energy (spin up / spin down): -0.12319 / -0.32552 Eh
Expectation value of S²: 0.7550
Charge: +1


Which one sits at the bottom of the stability order? ii does.


--- i ---
The following is a quantum chemistry calculation of a 2-piece molecular cluster, C4H13NO2 overall, from OMol25.

Last column: Mulliken charge in e.
Positions of all 20 atoms, in Å:
C1 -1.5478 -0.9420 2.4874  -0.787
N1 -0.5834 0.0448 2.0667  0.030
C2 -0.1402 0.1223 0.6892  -0.598
C3 1.1322 0.9362 0.5833  0.372
C4 1.4604 1.2583 -0.8570  -1.480
O1 2.1138 0.1068 1.1996  -0.528
H1 -1.8191 -0.7570 3.5336  0.332
H2 -1.0776 -1.9266 2.4483  0.384
H3 -2.4196 -0.8941 1.8581  0.343
H4 0.2303 0.0878 2.6852  0.350
H5 0.0692 -0.9061 0.3550  0.372
H6 -0.9310 0.5296 0.0507  0.417
H7 1.0645 1.8794 1.1419  0.253
H8 2.4651 1.6788 -0.9533  0.418
H9 1.3892 0.3628 -1.4741  0.397
H10 0.8209 2.0461 -1.2468  0.391
H11 2.9566 0.2224 0.7484  0.334
H12 -2.0215 -0.5643 -5.0431  0.311
H13 -1.1867 -1.8096 -4.9049  0.311
O2 -1.9755 -1.4756 -5.3682  -0.622

Output
Orbital gap (spin up / spin down): 0.391 / 0.206 Eh
HOMO level (spin up / spin down): -13.64 / -13.64 eV
Multiplicity: 2
LUMO energy (spin up / spin down): -0.11012 / -0.29528 Eh
Expectation value of S²: 0.7540
Charge: +1


--- ii ---
The following is a quantum chemistry calculation of a 3-piece molecular cluster, C4H13NO2 overall, from OMol25.

Last column: Mulliken charge in e.
Positions of all 20 atoms, in Å:
C1 0.8327 -2.4258 0.8538  -0.530
N1 0.7679 -1.8821 -0.4733  0.061
C2 -0.5803 -1.3576 -0.6722  -0.607
C3 -0.9204 -0.6970 0.6642  -0.334
C4 0.0586 -1.3609 1.6631  -0.473
H1 1.7988 -2.6822 1.2845  0.370
H2 0.3243 -3.3909 0.8752  0.291
H3 1.4886 -1.1767 -0.6343  0.344
H4 -1.2478 -2.2037 -0.8506  0.289
H5 -0.7133 -0.8363 -1.6138  0.397
H6 -0.8656 0.3841 0.6388  0.261
H7 -1.9319 -0.9525 0.9566  0.298
H8 -0.4049 -1.8437 2.5109  0.323
H9 0.7729 -0.6867 2.1450  0.313
H10 1.1534 3.5344 -0.9088  0.269
H11 2.3935 3.0800 -1.6303  0.311
O1 2.0173 3.8514 -1.1924  -0.592
H12 -1.2458 3.1960 -1.8123  0.300
H13 -1.6959 3.8904 -0.4777  0.319
O2 -2.0019 3.5596 -1.3263  -0.610

Output
Orbital gap (spin up / spin down): 0.391 / 0.214 Eh
HOMO level (spin up / spin down): -14.33 / -14.33 eV
Multiplicity: 2
LUMO energy (spin up / spin down): -0.13573 / -0.31273 Eh
Expectation value of S²: 0.7539
Charge: +1


--- iii ---
The following is a quantum chemistry calculation of a 3-piece molecular cluster, C4H13NO2 overall, from OMol25.

Last column: Mulliken charge in e.
Positions of all 20 atoms, in Å:
C1 -1.6263 0.9295 -1.2892  -1.100
C2 -0.6336 -0.1266 -0.8931  0.659
C3 -0.0145 -0.9934 -1.8681  -0.834
C4 1.0160 0.8504 0.8293  -0.832
N1 -0.0995 -0.1590 0.4998  -0.121
H1 -1.6159 1.0276 -2.3525  0.423
H2 -2.7303 0.7995 -0.9467  0.317
H3 -1.3411 1.9278 -0.9615  0.323
H4 -0.3382 -0.9188 -2.8577  0.325
H5 0.8887 -1.7365 -1.7720  0.221
H6 0.4554 1.7219 1.3012  0.348
H7 1.8094 0.5091 1.5053  0.331
H8 1.3940 1.3079 -0.0259  0.411
H9 0.0733 -1.2151 0.6849  0.467
H10 3.4739 -1.0631 0.5796  0.326
H11 2.5693 -1.4081 -0.5873  0.288
O1 2.9045 -1.7506 0.2401  -0.605
H12 -2.0310 0.0530 3.4039  0.391
H13 -1.6101 0.0533 2.0094  0.254
O2 -2.5441 0.1911 2.5004  -0.591

Output
Orbital gap (spin up / spin down): 0.366 / 0.228 Eh
HOMO level (spin up / spin down): -14.63 / -14.61 eV
Multiplicity: 2
LUMO energy (spin up / spin down): -0.17181 / -0.30941 Eh
Expectation value of S²: 0.7788
Charge: +1


Which one sits at the bottom of the stability order? iii does.


--- i ---
The following is a quantum chemistry calculation of one molecule with the formula C6H12N2OS, from OMol25.

Last column: Mulliken charge in e.
Positions of all 22 atoms, in Å:
C1 0.6669 0.5027 0.1692  0.839
C2 1.0065 1.8495 0.2963  -0.666
C3 -1.8083 0.6001 0.3281  -1.727
C4 -0.6625 -1.5347 0.8771  -1.129
C5 -0.6810 -0.7187 -1.5892  -1.359
C6 -0.7087 -0.3110 -0.0493  1.401
N1 1.6768 -0.1599 -0.5518  -0.199
N2 1.1795 0.9531 1.4664  -0.744
O1 3.6976 -1.2520 -1.2845  -0.479
S1 3.2127 -0.0282 -0.6459  0.387
H1 1.9822 2.2363 -0.0847  0.193
H2 0.1492 2.4790 0.4973  0.274
H3 -2.7584 0.0943 0.2777  0.434
H4 -1.4988 0.7984 1.3753  0.358
H5 -2.0754 1.4627 -0.2852  0.305
H6 -0.4015 -1.1949 1.9676  0.235
H7 0.2359 -2.0941 0.4057  0.320
H8 -1.5304 -2.2172 0.8766  0.377
H9 -1.6468 -1.3100 -1.9860  0.306
H10 0.2560 -1.3329 -1.8364  0.320
H11 -0.6791 0.2609 -2.2294  0.288
H12 0.3876 0.9164 2.0051  0.267

Output
Orbital gap: 0.336 Eh
HOMO level: -9.67 eV
LUMO energy: -0.01993 Eh


--- ii ---
The following is a quantum chemistry calculation of one molecule with the formula C6H12N2OS, from OMol25.

Last column: Mulliken charge in e.
Positions of all 22 atoms, in Å:
C1 -1.5357 3.2350 -0.5785  -0.843
C2 -0.6520 2.3706 -0.0309  0.063
C3 0.6855 1.7982 -0.6685  -0.839
N1 0.6704 0.4821 -0.5491  0.047
C4 1.4398 -0.0986 0.1139  0.249
S1 2.7079 0.8418 1.2291  -0.537
N2 1.4440 -1.3497 0.4407  -0.230
C5 0.5276 -2.3065 -0.1285  -0.728
C6 -0.5778 -2.2012 0.9523  -0.382
O1 -1.5943 -3.1318 0.4623  -0.653
H1 -2.3521 3.6875 -0.2591  0.361
H2 -1.3157 3.6744 -1.5434  0.200
H3 -0.7197 2.2968 1.1175  0.248
H4 1.4444 2.4470 -0.1426  0.316
H5 0.7434 2.0882 -1.7730  0.315
H6 -0.2077 -0.0073 -0.9324  0.388
H7 2.0193 -1.6488 1.2338  0.250
H8 0.2577 -2.0416 -1.1424  0.397
H9 0.8110 -3.3592 -0.0112  0.291
H10 -1.1349 -1.2498 0.9206  0.212
H11 -0.4707 -2.4613 1.7935  0.544
H12 -2.1902 -3.0659 -0.5042  0.331

Output
Orbital gap: 0.277 Eh
HOMO level: -7.43 eV
LUMO energy: 0.00432 Eh
SMILES: C=CCNC(=S)NCCO


Which one sits at the bottom of the stability order? ii does.